No. 1
The following is a DFT calculation (wB97M-V/def2-TZVPD) of 2 unconnected molecules or ions with the total composition C4H12N2 at a distorted geometry.

Calculated values
2S+1: 1
SMILES: C=NC.CNC
HOMO, eV: -8.911
Frontier orbital gap, eV: 9.95

Cartesian coordinates (Å):
C1 2.45556 2.35946 0.31970
N1 2.58035 1.76891 -0.78148
C2 1.37014 1.44929 -1.50540
H1 3.35678 2.67684 0.83402
H2 1.49763 2.53748 0.82215
H3 1.37113 0.46881 -1.96102
H4 0.47211 1.57621 -0.88904
H5 1.31340 2.13244 -2.35687
C3 -0.87398 -2.55991 0.72317
N2 -1.01861 -1.16179 1.07105
C4 -1.96528 -0.50290 0.19866
H6 -1.69396 -3.21852 1.04658
H7 0.04675 -3.00352 1.10136
H8 -0.84129 -2.64109 -0.36443
H9 -1.33929 -1.02190 2.01919
H10 -2.36730 0.42057 0.59318
H11 -1.54309 -0.16052 -0.75583
H12 -2.82106 -1.11987 -0.11500

Forces on atoms 1 to 3 (eV/Å):
C 0.192 -0.209 0.235
N 0.026 -0.024 -0.349
C -0.316 0.497 -0.097

=====

No. 2
The following is a DFT calculation (wB97M-V/def2-TZVPD) of C2H2N2O in the gas phase at a distorted geometry.

Calculated values
2S+1: 1
SMILES: c1conn1
HOMO, eV: -10.485
Frontier orbital gap, eV: 11.41

Cartesian coordinates (Å):
C1 0.07156 0.82584 -0.02168
C2 -0.77161 -0.25901 -0.01236
O1 -0.03564 -1.37167 -0.02278
N1 1.34160 -0.94837 0.00125
N2 1.33808 0.28196 -0.00806
H1 -0.08786 1.90272 0.00032
H2 -1.85612 -0.43147 0.06332

Forces on atoms 1 to 3 (eV/Å):
C -0.622 -0.849 0.149
C 0.149 0.165 0.128
O -0.019 0.325 0.201

=====

No. 3
The following is a DFT calculation (wB97M-V/def2-TZVPD) of a molecular structure, C4H6EuO2 at a distorted geometry.

Calculated values
2S+1: 8
Charge: +2
HOMO (alpha / beta), eV: -15.125 / -15.128
Frontier orbital gap (alpha / beta), eV: 4.93 / 5.17

Cartesian coordinates (Å):
C1 0.70690 0.76450 -0.87520
O1 2.01606 1.06696 -0.93863
H1 0.08732 1.54043 -1.32580
H2 2.54218 0.54679 -0.31972
C2 -1.60499 0.36508 1.79961
C3 -1.27975 -0.09272 0.56274
C4 0.12403 -0.17102 0.08213
O2 0.29595 -0.56414 -1.31953
Eu1 1.31346 -2.50593 -2.60848
H3 -0.83239 0.37089 2.57683
H4 -2.03615 0.12537 -0.20634
H5 -2.15362 -0.74707 1.83070
H6 0.82100 -0.69914 0.74170

Forces on atoms 1 to 3 (eV/Å):
C -0.061 0.972 0.239
O 0.071 -0.299 -0.398
H 0.165 -0.165 0.136

=====

So what do the calculations give for calculated total energy? Going down the list: -269.05003; -262.09191; -1015.99294 Ha.
So what do the calculations give for ΔE to the lowest compared entry with this formula, charge and spin? Going down the list: 1.804; 1.959; 2.038 eV.